The following is a quantum chemistry calculation of C35H56N4O2PPtSSi as an isolated structure at a distorted geometry, from OMol25.

The geometry in XYZ format:
```
101
Properties=species:S:1:pos:R:3:forces:R:3
Pt 0.8265 -0.1248 -0.9357 -0.2 -0.5 0.5
C 1.4058 -1.9718 -0.3253 0.8 -0.2 0.2
Si 0.4367 -2.9483 -1.4534 0.7 -0.5 -0.6
C -2.7418 -2.2650 -1.1489 -0.6 -0.6 -0.1
N -2.7257 -1.0258 -0.9194 0.1 0.6 0.2
C -2.6450 -0.0227 -2.0005 -0.2 -0.2 0.2
C -3.9577 0.7668 -2.0567 -0.1 0.0 0.1
C -4.6240 0.8540 -0.6736 0.0 0.0 0.0
C -3.5668 0.8794 0.4259 -0.1 -0.1 0.0
C -2.8002 -0.4459 0.4614 -0.1 0.0 -0.2
C -0.1392 -4.6612 -1.2924 -0.3 0.3 0.0
C 0.2687 -5.5659 -2.2881 -0.1 0.1 -0.1
C -0.0011 -6.9158 -2.1457 0.0 0.0 0.0
C -0.7067 -7.3667 -1.0379 0.0 0.0 0.0
C -1.1291 -6.4779 -0.0513 0.0 0.0 0.0
C -0.8387 -5.1339 -0.1710 0.1 -0.1 0.1
C 0.5399 -2.0856 -3.0634 0.0 -0.1 0.0
C 1.3396 -0.9184 -3.0770 -0.5 0.4 0.8
C 1.4927 -0.1801 -4.2317 -0.2 0.0 -0.2
C 0.8285 -0.5768 -5.3866 0.2 0.1 -0.1
C 0.0263 -1.7059 -5.3910 -0.1 -0.1 0.0
C -0.1151 -2.4601 -4.2341 0.0 -0.2 -0.1
H 2.4500 -2.1462 -0.6491 -0.1 0.0 0.0
H 1.3719 -2.2401 0.7281 -0.1 0.4 -0.1
H -2.8778 -2.9644 -0.3328 0.1 0.0 0.0
H -2.7347 -2.6222 -2.1733 0.1 0.0 0.0
H -2.4139 -0.5338 -2.9323 0.0 0.0 0.0
H -1.8070 0.6136 -1.7337 -0.1 -0.2 0.1
H -4.6304 0.3103 -2.7819 0.0 0.0 0.0
H -3.7133 1.7633 -2.4278 -0.1 0.0 0.0
H -5.2870 -0.0010 -0.5172 0.0 0.0 0.0
H -5.2525 1.7400 -0.6227 0.0 0.0 0.0
H -4.0188 1.0273 1.4054 0.0 0.0 0.0
H -2.8737 1.7075 0.2678 0.1 0.0 0.0
H -3.2863 -1.1853 1.0971 -0.1 0.0 -0.1
H -1.7725 -0.3040 0.7939 0.1 0.0 0.0
H 0.8102 -5.2245 -3.1641 0.0 0.0 0.0
H 0.3287 -7.6142 -2.9019 0.0 0.0 0.0
H -0.9282 -8.4208 -0.9379 0.0 0.0 0.0
H -1.6729 -6.8436 0.8085 0.0 0.0 0.0
H -1.1373 -4.4573 0.6214 0.0 0.0 0.1
H 2.0215 -0.6085 -2.1793 0.1 -0.3 -0.8
H 2.1477 0.6678 -4.2583 0.2 0.4 0.1
H 0.9531 -0.0042 -6.2963 0.0 0.0 0.0
H -0.4755 -2.0059 -6.3008 0.0 0.0 0.0
H -0.7261 -3.3562 -4.2498 0.0 0.0 0.0
O 0.2662 0.0629 0.9549 -0.4 0.7 0.0
P 1.1387 0.5371 2.1498 0.2 0.0 0.4
N 0.9628 -0.6527 3.2408 -0.2 0.2 0.2
C 0.9226 -0.4059 4.6917 0.0 -0.1 0.1
C -0.3364 -1.1479 5.1192 0.0 0.0 0.0
C -0.3175 -2.4073 4.2410 0.0 0.0 0.0
C 0.4837 -2.0169 2.9790 0.0 0.0 0.1
N 2.7180 0.6977 1.8003 -0.2 0.0 0.0
C 3.7650 -0.2004 2.3400 0.1 -0.1 0.1
C 5.0548 0.5186 1.9672 0.0 0.0 0.0
C 4.7282 1.1423 0.6124 0.0 0.0 0.0
C 3.2647 1.5755 0.7488 0.0 0.1 -0.1
N 0.5871 1.9468 2.7546 0.3 -0.2 -0.6
C -0.8120 2.3707 2.6907 -0.1 -0.1 0.2
C -0.7590 3.8736 2.3439 0.0 0.0 0.1
C 0.7323 4.2520 2.3666 0.0 0.0 0.0
C 1.3725 3.1210 3.1613 0.1 -0.1 0.1
H 0.9047 0.6619 4.9010 0.0 0.0 0.0
H 1.8107 -0.8350 5.1652 0.0 0.0 0.0
H -1.2141 -0.5353 4.9074 0.0 0.0 0.0
H -0.3378 -1.3827 6.1812 0.0 0.0 0.0
H -1.3214 -2.7463 3.9925 0.0 0.0 0.0
H 0.1797 -3.2250 4.7600 0.0 0.0 0.0
H -0.1217 -2.0250 2.0709 -0.1 0.0 0.1
H 1.3282 -2.6979 2.8319 0.0 0.0 0.0
H 3.7145 -1.1862 1.8644 0.0 0.0 0.0
H 3.6450 -0.3299 3.4134 0.0 0.0 0.0
H 5.9050 -0.1595 1.9319 0.0 0.0 0.0
H 5.2755 1.2951 2.7009 0.0 0.0 0.0
H 4.8358 0.4041 -0.1864 0.0 0.0 0.0
H 5.3735 1.9845 0.3723 0.0 0.0 0.0
H 2.7117 1.4533 -0.1918 0.1 0.1 0.1
H 3.1836 2.6243 1.0394 0.0 0.0 0.0
H -1.2795 2.2228 3.6677 -0.1 0.0 0.0
H -1.3515 1.7727 1.9577 0.0 0.0 0.0
H -1.3246 4.4497 3.0742 0.0 0.0 0.0
H -1.2061 4.0659 1.3760 -0.1 0.1 -0.2
H 0.9079 5.2233 2.8249 0.0 0.0 0.0
H 1.1462 4.2745 1.3549 0.0 0.0 0.0
H 1.2348 3.2843 4.2340 0.0 0.0 0.0
H 2.4324 2.9669 2.9824 0.0 0.0 0.0
O 0.0140 1.8884 -1.1946 0.1 -0.1 0.1
S -0.6892 2.4859 -2.4301 0.6 0.7 -0.5
C -1.6845 3.8592 -1.7551 -0.1 -0.1 0.0
C -1.0259 5.1801 -2.1481 -0.1 0.1 0.0
C 0.4588 4.8934 -2.2899 0.1 0.0 0.0
C 0.5209 3.6371 -3.1433 -0.3 0.1 -0.1
H -1.6437 3.6753 -0.6857 0.0 0.0 0.2
H -2.7101 3.7496 -2.1029 0.0 0.0 0.0
H -1.2357 5.9453 -1.4019 0.0 0.0 0.0
H -1.4337 5.5299 -3.0980 0.0 0.0 0.0
H 0.9140 4.7012 -1.3160 0.0 0.0 0.0
H 0.9986 5.7147 -2.7578 0.0 0.0 0.0
H 1.4785 3.1383 -3.1647 0.3 -0.2 0.0
H 0.1846 3.8294 -4.1670 0.0 0.0 0.0
```
Forces are in eV/Å.

Energy = -2884.2485 a.u.
Relative energy (zero: lowest compared OMol25 entry of this formula, charge and spin) = 0.0 kcal/mol
Frontier orbital gap = 6.72 eV
HOMO energy = -16.23 eV
Charge = +3

The following is a quantum chemistry calculation of C35H58OP2Sc as an isolated structure at a distorted geometry, from OMol25.

The geometry in XYZ format:
```
97
Properties=species:S:1:pos:R:3:forces:R:3
Sc 0.2657 -0.2138 0.0273 -3.8 -2.9 4.0
C 1.2259 -1.3049 2.7797 -0.3 0.8 -1.0
C 1.4788 0.0514 3.0985 -0.7 0.2 0.2
C -0.7821 -0.1605 2.7796 0.7 -0.6 -0.5
C -0.1650 -1.4341 2.5000 0.1 0.7 -0.4
C 0.2301 0.7194 3.2226 0.3 -0.7 -0.9
C 2.1358 -2.4680 2.9471 0.3 -0.4 0.1
H 3.1372 -2.1697 3.2862 -0.2 -0.1 -0.2
H 2.2194 -3.0462 2.0143 0.1 -0.1 0.4
H 1.7382 -3.1604 3.7073 0.1 0.2 -0.2
C -0.8036 -2.7647 2.3018 -0.1 -0.6 0.0
H -0.1050 -3.5764 2.5594 -0.2 0.3 -0.1
H -1.0914 -2.9197 1.2511 -0.2 -0.1 0.4
H -1.6739 -2.8967 2.9630 0.2 0.0 -0.4
C -2.2222 0.1844 2.8272 -0.6 0.3 0.1
H -2.8150 -0.5707 3.3545 0.1 0.1 -0.2
H -2.6363 0.3497 1.8231 -0.1 -0.2 0.3
H -2.3766 1.1169 3.3776 0.1 -0.1 -0.1
C -0.0627 2.0315 3.8464 0.0 0.8 0.0
H -0.7518 1.9249 4.7040 0.3 0.0 -0.3
H -0.5717 2.6916 3.1194 0.1 -0.3 0.6
H 0.8459 2.5362 4.2028 -0.2 -0.1 -0.1
C 2.7720 0.6896 3.4049 0.7 0.4 0.3
H 2.8520 1.0028 4.4587 0.1 -0.1 -0.3
H 2.9192 1.5895 2.7873 0.1 -0.1 0.3
H 3.6066 0.0227 3.1878 0.1 0.0 0.1
C 1.9497 0.5107 -2.5554 0.6 -0.4 -1.8
C 3.1072 -0.2304 -2.0553 1.5 -0.3 -0.9
C 4.4079 0.6449 -1.9177 -0.2 -0.8 0.5
C 4.4345 1.8475 -0.9052 2.1 -0.5 -0.3
C 3.2176 2.1527 -0.2077 1.0 0.0 0.4
C 2.0492 2.7850 -0.7648 -0.4 2.1 -1.5
C 2.0560 3.0377 -2.3648 0.1 0.2 0.8
C 2.1081 1.7877 -3.2847 -0.4 1.0 -0.6
H 4.5911 1.0109 -2.9325 0.0 -0.1 0.2
H 4.8400 2.7334 -1.4351 -0.2 -0.3 0.0
H 5.2468 -0.0384 -1.6982 -0.3 0.4 -0.1
H 3.0308 1.7981 -3.9175 -0.5 -0.1 0.6
H 1.2393 -0.1011 -3.0792 0.1 -0.4 0.3
H 3.4498 -0.9759 -2.8282 -0.3 0.7 0.0
H 1.2802 1.8966 -4.0212 0.6 -0.2 0.5
H 1.2135 3.6896 -2.6860 0.5 -0.6 0.5
H 1.9716 3.8528 -0.4239 0.2 -0.7 0.0
H 2.9236 3.6785 -2.5598 0.0 -0.2 0.2
H 5.1977 1.6294 -0.1262 -0.3 0.0 -0.6
H 3.2738 2.0931 0.8694 -0.2 0.0 0.1
P 2.4314 -1.4832 -0.8692 -0.2 1.4 -0.1
C 2.0063 -2.8984 -1.9625 0.2 -0.3 0.1
C 3.8332 -1.6198 0.2390 0.3 -1.1 0.9
P -0.3987 3.1561 0.7531 -0.4 -2.6 -0.7
C 0.9428 2.0057 -0.0876 -1.1 0.2 0.2
C 0.6985 4.3056 1.6408 0.4 0.7 -0.1
C -0.9000 3.7533 -0.9006 0.0 0.7 -0.4
H 0.9397 -2.8231 -2.2577 0.6 0.0 0.3
H 2.1343 -3.8167 -1.3673 -0.1 0.1 -0.4
H 2.6095 -2.9406 -2.8879 -0.1 0.0 0.6
H 4.4777 -0.7329 0.2252 -0.2 -0.3 -0.4
H 4.3963 -2.5377 0.0094 0.1 0.4 0.3
H 3.4194 -1.6764 1.2541 0.4 -0.2 -0.4
H -0.2365 3.3943 -1.7059 -0.5 0.4 0.5
H -0.9068 4.8488 -0.8822 -0.2 -0.1 -0.4
H -1.9077 3.3625 -1.1006 0.2 0.3 0.1
H 0.6354 1.2917 -0.9526 0.2 2.3 0.6
H 1.3990 1.4191 0.7682 -0.2 0.4 -0.6
H 0.2287 4.5396 2.6106 0.2 -0.1 -0.5
H 0.7767 5.2251 1.0502 0.3 0.0 0.2
H 1.7053 3.8965 1.8463 -0.5 0.2 -0.2
C -0.8651 0.4231 -2.6726 -0.3 -0.2 0.0
C -2.1081 -0.2054 -3.2700 -0.4 0.5 0.5
C -1.7380 -1.2809 -4.2886 0.0 0.1 0.0
C -3.1077 -0.7205 -2.2486 0.0 -0.3 0.1
C -4.3609 -0.9483 -2.7995 -0.5 -0.1 0.0
C -5.3963 -1.5317 -2.0837 -0.2 -0.1 0.0
C -5.1325 -1.9042 -0.7709 0.0 0.1 -0.2
C -3.9032 -1.6668 -0.1566 -0.2 0.0 -0.3
C -3.7883 -2.1404 1.2750 0.5 -0.5 0.3
C -4.8740 -1.5981 2.2127 0.0 0.1 -0.1
C -3.7883 -3.6910 1.3817 0.0 0.1 -0.2
C -2.8434 -1.0508 -0.8912 -1.9 -0.4 -0.9
O -1.6683 -0.8081 -0.3418 3.2 0.5 0.9
H -0.2395 -0.4275 -2.2744 -0.7 0.9 -0.3
H -1.1005 1.1682 -1.8836 0.0 -0.5 -0.5
H -0.3389 0.9447 -3.4876 0.0 -0.3 0.5
H -2.6346 0.6024 -3.8008 0.2 -0.1 0.0
H -1.1943 -2.1016 -3.8110 -0.1 0.0 0.0
H -2.6346 -1.6888 -4.7617 0.2 0.0 0.1
H -1.1005 -0.8618 -5.0687 0.0 0.0 -0.1
H -4.5106 -0.6681 -3.8449 -0.1 -0.1 0.3
H -6.3849 -1.7078 -2.5327 0.6 0.1 0.2
H -5.8959 -2.4092 -0.1758 0.1 0.2 -0.3
H -2.8194 -1.7941 1.6240 -0.3 -0.1 0.0
H -5.8555 -2.0234 1.9590 0.2 0.2 0.1
H -4.6494 -1.8652 3.2563 -0.1 0.0 -0.3
H -4.9343 -0.5069 2.1540 -0.1 -0.1 0.0
H -2.9918 -4.1364 0.7565 -0.4 0.1 0.2
H -3.6162 -4.0036 2.4320 -0.1 0.1 -0.5
H -4.7673 -4.0950 1.0535 0.5 0.1 0.2
```
Forces are in eV/Å.

Energy = -2886.6803 a.u.
Relative energy (zero: lowest compared OMol25 entry of this formula, charge and spin) = 0.0 kcal/mol
Frontier orbital gap (alpha / beta) = 6.22 / 5.47 eV
HOMO energy (alpha / beta) = -9.59 / -9.59 eV
Charge = +1